(1)
C19H26BrI3N2O3STi as an isolated structure at a distorted geometry. Source: OMol25; level of theory: ωB97M-V with the def2-TZVPD basis set.

```
56
Properties=species:S:1:pos:R:3:forces:R:3
C 1.72126 -3.79609 0.51520 0.592 0.673 -0.303
C 1.32725 -2.36726 0.82202 -0.038 -0.579 0.054
N 1.22522 -1.94025 2.00326 -0.253 0.437 0.265
C 1.12929 -1.44855 -0.36440 -0.114 -0.591 0.316
C 0.19720 -0.22219 -0.22969 0.982 0.423 -0.132
C 0.97816 0.89020 0.56018 -0.154 -0.152 -0.028
C 0.47386 2.19091 0.69126 0.145 -0.201 0.326
C 1.19823 3.14511 1.37779 0.149 -0.547 -0.201
C 2.42317 2.76464 1.91403 0.115 0.793 0.311
N 2.95790 1.56152 1.79409 -0.451 -0.038 -0.371
C 2.23284 0.65468 1.13125 0.073 0.199 -0.158
C 0.14710 0.38096 -1.68069 -0.635 -0.834 -0.662
I -0.69397 -0.97285 -3.24671 0.200 0.020 0.091
C 1.48286 0.76129 -2.32633 0.181 0.753 -0.390
C 2.08385 2.11104 -1.92436 0.297 -0.359 -0.213
C 1.42695 3.32020 -2.54662 -0.838 0.203 -0.133
Br 3.88485 2.19916 -2.80842 0.188 -0.092 -0.833
O -0.62316 1.56593 -1.80945 0.577 0.176 0.332
S -2.17705 1.58402 -1.39804 -2.630 0.333 0.494
O -2.97178 1.44865 -2.56888 0.549 -0.438 -0.491
O -2.41544 2.77651 -0.65038 1.040 0.271 0.333
C -2.43081 0.17055 -0.34486 1.452 -0.643 -0.899
C -1.22923 -0.49354 0.42828 -0.965 0.600 0.417
C -1.25521 0.13027 1.84652 -0.022 -0.099 0.222
C -1.72846 -1.95180 0.72855 -0.879 0.195 -0.211
I -1.62401 -3.51785 -0.72706 1.572 -0.372 -0.089
C -3.22647 -2.00734 1.23959 0.415 -1.133 0.112
C -3.27736 -2.99649 2.40234 0.136 0.521 0.112
I -4.64575 -2.77027 -0.19563 -1.305 0.968 0.360
H 1.94556 -3.90887 -0.54032 -0.159 -0.276 -0.175
H 2.64009 -4.01005 1.05099 0.095 -0.187 0.219
H 0.94873 -4.48663 0.81916 -0.151 -0.186 0.002
H 1.42923 -2.67514 2.67613 0.036 -0.063 0.121
H 2.13976 -1.13573 -0.61641 0.165 0.248 -0.043
H 0.86196 -2.09050 -1.19379 -0.428 0.058 -0.166
H -0.48584 2.47893 0.31264 -0.209 0.047 -0.041
H 0.80366 4.13838 1.49556 0.017 0.231 0.157
H 2.98958 3.49092 2.47804 0.198 0.059 0.095
H 2.72894 -0.29082 1.05604 -0.048 -0.322 0.027
H 2.23875 -0.00872 -2.32372 -0.043 -0.354 0.476
H 1.25838 0.87952 -3.38763 -0.052 -0.028 -0.251
H 2.26372 2.27815 -0.87352 0.314 -0.106 0.148
H 0.55234 3.04326 -3.16506 -0.142 0.042 -0.074
H 2.25078 3.84466 -3.07124 -0.148 1.295 0.875
H 1.08040 4.04880 -1.82118 -0.149 0.148 0.092
H -3.19315 0.50503 0.34036 -0.255 0.141 0.082
H -2.82393 -0.57227 -1.03051 -0.356 -0.017 -0.139
H -2.07832 -0.25894 2.43546 -0.159 -0.090 -0.048
H -1.41306 1.19942 1.81340 0.119 0.216 0.040
H -0.36130 -0.11938 2.40172 0.249 0.080 0.021
H -1.18009 -2.31681 1.58089 0.474 -0.121 -0.068
H -3.58324 -1.06565 1.62688 -0.224 0.253 -0.386
H -2.60497 -2.63653 3.18155 0.116 -0.048 0.158
H -4.27130 -3.02366 2.82751 -0.225 -0.209 0.023
H -2.96264 -3.98677 2.09676 -0.024 -0.229 -0.022
Ti 2.23464 3.50824 -4.80255 0.616 -1.067 0.244
```
Forces are in eV/Å.

Calculated values
- maximum force (eV/A) = 2.70
- orbital gap (Eh) = 0.0555
- net charge = +2

(2)
A 4-piece molecular cluster, C7H18O3 overall at a distorted geometry. Source: OMol25; level of theory: ωB97M-V with the def2-TZVPD basis set.

```
28
Properties=species:S:1:pos:R:3:forces:R:3
C -0.33675 3.06518 -1.19672 0.656 0.039 -0.412
C -0.77477 2.73803 0.22143 -0.517 1.112 1.009
C -0.54743 1.34555 0.71666 -0.373 -0.542 -1.387
C 0.67501 0.83727 0.86363 -0.427 -0.176 1.163
C 1.09192 -0.49087 1.36484 -0.806 0.102 0.217
C 0.35909 -1.60511 1.33075 -0.275 -0.626 0.664
C 0.89800 -2.99061 1.65615 0.630 1.057 -0.008
H 0.69042 3.41871 -1.18001 0.122 0.496 0.008
H -0.23018 2.20517 -1.85615 -0.642 -0.275 0.032
H -0.98215 3.81995 -1.66852 0.321 -0.233 0.133
H -1.84373 2.95470 0.31270 0.053 -0.110 -0.033
H -0.31053 3.46464 0.93440 -0.149 -0.464 -0.546
H -1.47348 0.75965 0.68373 0.459 -0.283 0.617
H 1.46361 1.55466 0.75433 0.617 0.278 -0.022
H 1.98978 -0.51643 1.97903 0.541 -0.084 -0.796
H -0.71070 -1.59966 1.12863 0.221 0.361 -0.575
H 1.95894 -2.95618 1.41731 0.128 -0.326 -0.206
H 0.40894 -3.72631 1.00894 0.100 -0.126 0.492
H 0.89090 -3.23876 2.72141 -0.615 -0.231 -0.138
H -3.37997 -1.44810 -1.18519 0.538 1.170 -0.846
H -3.72210 -2.08421 -0.06230 -0.338 -0.034 1.425
O -3.63412 -1.15629 -0.30533 -0.417 -0.938 -0.364
H 3.96956 0.17381 -1.48566 -0.387 0.654 -0.173
H 3.17428 1.52414 -1.75096 0.215 -0.468 0.199
O 3.74426 0.85080 -2.14632 0.140 -0.193 -0.014
H -0.57242 -2.52896 -0.85030 -0.028 0.110 -0.147
H -0.74788 -1.06641 -1.25223 -0.172 -0.282 0.084
O -1.19929 -1.92542 -1.26457 0.407 0.013 -0.379
```
Forces are in eV/Å.

Calculated values
- maximum force (eV/A) = 1.59
- orbital gap (Eh) = 0.3392
- SMILES = C/C=C/C=C/CC.O.O.O

(3)
C23H34NO2Pd as an isolated structure at a distorted geometry. Source: OMol25; level of theory: ωB97M-V with the def2-TZVPD basis set.

```
61
Properties=species:S:1:pos:R:3:forces:R:3
C 1.56115 -1.91019 0.84204 -1.614 -0.704 -0.218
C 2.05430 -1.28442 -0.32482 -0.033 0.266 -0.143
C 1.10708 -1.41486 -1.37017 -0.970 -0.473 0.423
C -0.03566 -2.12389 -0.85683 1.341 -0.391 0.120
C 0.25032 -2.46356 0.54139 1.692 0.149 -0.669
Pd -0.78811 -0.64934 0.57206 1.229 0.748 0.215
C -2.94332 1.40724 -1.07863 4.601 1.616 -1.371
C -2.56370 0.99195 0.20199 -1.057 -2.767 2.330
H -2.28477 1.67540 1.03935 -0.523 -0.196 -0.931
C -2.83150 -0.39606 0.61024 -1.563 2.449 -0.476
H -3.35038 -0.98037 -0.16652 0.248 0.036 0.574
H -3.15860 -0.54727 1.65545 0.496 -0.150 -0.625
C -2.92015 2.90612 -1.37186 -1.312 0.404 -0.022
H -2.41444 3.62346 -0.69277 -0.181 -0.943 0.186
H -2.60533 3.24218 -2.37848 -0.262 -0.715 0.317
H -3.99899 3.09868 -1.28241 0.082 0.850 -0.245
C -2.47112 0.52725 -2.24792 -1.301 -0.975 -0.588
H -1.60085 -0.18020 -2.16003 -0.830 0.887 0.804
H -3.37215 -0.09191 -2.38122 0.376 -0.379 -0.775
H -2.26577 1.04221 -3.20794 -0.554 0.134 0.698
C 3.37160 -0.61214 -0.40321 0.297 0.141 -0.094
H 3.50762 0.06922 0.44811 -0.030 -0.169 -0.145
H 4.19100 -1.34556 -0.37533 -0.158 0.093 0.041
H 3.47302 -0.02776 -1.32024 0.007 -0.136 0.136
C 1.29202 -0.98647 -2.77315 0.094 0.278 -0.471
H 1.75409 0.00636 -2.82859 -0.091 -0.148 -0.043
H 1.94662 -1.68529 -3.31888 -0.161 0.140 0.161
H 0.33675 -0.94627 -3.31036 0.236 0.029 0.090
C -1.14119 -2.74612 -1.62182 -0.254 -0.075 -0.355
H -1.18957 -2.35316 -2.64113 -0.087 -0.109 0.144
H -1.01000 -3.83521 -1.68675 -0.025 0.173 0.022
H -2.09439 -2.54437 -1.11928 0.074 -0.206 -0.227
C -0.45647 -3.51098 1.31205 -0.180 -0.085 0.330
H -1.50712 -3.54920 1.01535 0.060 -0.115 0.118
H -0.00750 -4.49753 1.13985 -0.083 0.100 0.022
H -0.40122 -3.29215 2.38266 -0.091 -0.128 -0.084
C 2.26481 -2.03729 2.13005 0.227 0.128 0.531
H 1.58415 -2.41125 2.90191 0.171 0.053 -0.085
H 3.11152 -2.73643 2.06081 -0.160 0.142 -0.011
H 2.66271 -1.06577 2.45636 -0.046 -0.216 -0.062
C 1.59394 2.07942 -0.77305 -3.382 0.018 1.647
C 0.34110 2.15372 -1.39571 0.258 0.282 -2.864
C 2.77304 2.62133 -1.10855 -0.509 0.102 -2.576
C 0.38594 2.53959 -2.75125 1.399 0.532 -0.350
H -0.74542 2.00031 -1.42755 0.708 -0.874 2.811
C 2.79009 2.98603 -2.50390 -0.065 0.204 -0.226
H 3.56350 2.69220 -0.38482 0.545 0.070 -0.237
C 1.61731 2.91008 -3.30858 0.662 0.236 -0.754
H -0.54283 2.56724 -3.36415 0.852 -0.001 0.518
H 3.72200 3.34371 -2.97268 -0.524 -0.170 0.321
H 1.62410 3.15166 -4.42069 0.388 -0.171 1.680
N -1.12994 0.12001 5.17310 -0.476 0.430 1.086
C 0.06880 0.83837 4.64312 0.260 0.146 0.127
C 0.10270 0.56230 3.14622 0.182 -0.399 -1.730
O 0.88697 1.16008 2.40076 -0.946 -0.675 1.232
O -0.76141 -0.35113 2.81814 0.663 0.673 0.355
H -1.93824 0.75096 5.14984 0.080 -0.325 -0.145
H -1.01696 -0.16125 6.14837 0.034 -0.092 -0.104
H -1.32954 -0.68522 4.54400 0.241 0.357 -0.271
H -0.01769 1.90400 4.85076 0.001 -0.090 0.000
H 0.95609 0.45157 5.14524 -0.038 0.008 -0.141
```
Forces are in eV/Å.

Calculated values
- maximum force (eV/A) = 5.07
- orbital gap (alpha / beta) (Eh) = 0.2338 / 0.2260
- multiplicity = 5
- net charge = +1